1.
65
Properties=species:S:1:pos:R:3:forces:R:3:lowdin_charge:R:1 method="wB97M-V/def2-TZVPD" charge=-2 homo_ev="-1.5 / -1.6" molar_mass_g_mol=781.72 relative_energy_ev=3.796 e_lumo_ev="4.48 / 4.48" spin_multiplicity=2 gap_ha="0.2211 / 0.2222"
Ce -0.9630 -0.6349 -0.4422 1.708 2.116 -4.521 0.697
C -1.7663 2.5840 0.1550 -0.212 0.060 0.082 -0.072
N -0.4987 2.0701 -0.3911 -0.032 0.207 -0.044 -0.203
C 0.5699 2.3332 0.5942 0.464 -0.026 -0.086 -0.147
C 1.9417 1.9832 0.0209 -0.248 0.037 0.223 -0.176
N 2.0939 0.5562 -0.1940 0.171 0.073 0.276 -0.170
C 3.1337 0.3215 -1.1941 0.185 -0.004 -0.198 -0.131
C 2.3561 -0.2532 0.9499 0.270 -0.188 0.150 -0.282
C 2.7397 0.2535 2.1814 -0.026 0.247 -0.028 -0.049
C 3.1109 -0.5897 3.2196 0.078 -0.065 0.157 -0.114
C 3.1612 -1.9549 3.0126 0.152 0.045 0.233 -0.122
C 2.7269 -2.4811 1.8117 0.123 0.246 -0.017 -0.142
C 2.2588 -1.6569 0.7954 0.251 -0.072 -0.281 -0.603
S 1.5473 -2.3713 -0.6269 0.022 -0.228 -0.548 0.665
C -0.1965 2.7081 -1.6672 -0.105 -0.135 -0.553 -0.275
C -0.2329 4.0919 -1.7588 0.015 0.178 0.118 -0.054
C 0.0664 4.7674 -2.9284 0.018 0.170 0.029 -0.123
C 0.4059 4.0366 -4.0580 0.014 0.114 -0.050 -0.126
C 0.4403 2.6653 -3.9930 -0.014 0.146 0.047 -0.140
C 0.1635 1.9554 -2.8106 -0.050 -0.212 0.114 -0.603
S 0.3809 0.2431 -2.8726 0.144 -0.214 -0.185 0.620
H -1.6725 3.6264 0.4956 0.025 -0.108 -0.012 0.083
H -2.0767 1.9662 1.0007 0.027 0.128 -0.083 0.071
H -2.5372 2.5295 -0.6144 0.089 -0.025 0.140 0.091
H 0.3642 1.7408 1.4960 0.020 0.236 -0.087 0.101
H 0.5699 3.4064 0.8738 -0.044 -0.283 0.022 0.127
H 2.7408 2.4018 0.6605 -0.123 -0.013 -0.082 0.116
H 2.0306 2.4681 -0.9575 0.079 -0.107 0.213 0.119
H 4.1051 0.7195 -0.8528 -0.057 0.035 0.084 0.091
H 2.8453 0.7936 -2.1312 0.010 -0.011 0.030 0.044
H 3.2260 -0.7475 -1.3732 0.012 0.095 -0.072 0.028
H 2.7591 1.3198 2.3590 -0.057 0.051 -0.017 0.096
H 3.3573 -0.1664 4.1847 0.095 0.011 0.036 0.088
H 3.5082 -2.6135 3.7971 -0.084 -0.061 0.113 0.091
H 2.6901 -3.5510 1.6638 0.004 -0.046 -0.024 0.089
H -0.4839 4.6789 -0.8855 -0.065 -0.004 0.104 0.099
H 0.0349 5.8481 -2.9567 -0.022 0.075 0.020 0.080
H 0.6479 4.5429 -4.9845 -0.026 0.026 -0.071 0.086
H 0.6928 2.0752 -4.8603 0.052 -0.037 -0.115 0.080
O -4.1573 -1.5175 -0.7824 0.648 -0.610 0.686 -0.287
As -3.3646 -1.6658 0.8878 -4.338 -1.350 -0.784 0.836
O -4.6607 -2.0924 1.7654 -0.037 -0.361 0.627 -0.460
O -2.6978 -0.1701 1.0079 0.455 1.143 0.264 -0.504
C -2.1520 -3.0568 0.1712 -0.258 -0.024 -0.028 -0.306
C -2.3185 -3.6205 -1.0962 -0.325 -0.106 -0.087 -0.065
C -1.4457 -4.6206 -1.5166 -0.074 0.005 0.094 -0.062
C -0.4241 -5.0655 -0.6927 -0.133 0.109 0.295 -0.094
C -0.2028 -4.4376 0.5284 -0.181 -0.271 0.242 -0.112
C -1.0791 -3.4530 0.9482 0.085 0.403 0.240 -0.302
S -0.7931 -2.3039 2.2915 0.686 -2.107 2.312 0.495
O 0.1685 -2.8417 3.2241 -0.060 0.012 -0.525 -0.270
O -2.1038 -2.1115 2.8915 -0.045 0.233 -0.561 -0.315
O -0.3115 -1.1131 1.5734 0.867 -0.259 2.234 -0.497
H -4.6061 -0.6688 -0.8027 0.129 0.181 -0.062 0.026
H -3.1462 -3.3060 -1.7262 0.204 0.079 0.146 0.113
H -1.5688 -5.0490 -2.5035 -0.038 -0.029 0.011 0.104
H 0.2432 -5.8491 -1.0219 0.081 0.021 -0.038 0.104
H 0.6298 -4.6982 1.1608 0.104 -0.029 0.012 0.104
O -3.9316 1.8363 -3.1279 -0.702 0.724 -0.533 0.007
C -3.1992 1.0857 -2.5644 0.040 -0.120 -0.042 -0.542
N -2.4842 0.3418 -2.0010 0.046 -0.192 0.192 -0.041
N -0.5328 0.9600 3.6888 0.029 -0.033 0.045 0.041
H -1.3650 0.9210 3.1030 -0.020 -0.087 0.049 0.001
H 0.0818 0.2512 3.2896 -0.001 0.182 0.106 -0.016
H -0.8202 0.5787 4.5848 -0.027 0.025 -0.014 0.012

2.
9
Properties=species:S:1:pos:R:3:forces:R:3:nbo_charge:R:1 method="wB97M-V/def2-TZVPD" charge=-2 homo_ev="1.4 / -0.9" molar_mass_g_mol=147.18 relative_energy_ev=1.077 e_lumo_ev="5.68 / 5.65" spin_multiplicity=3 gap_ha="0.1586 / 0.2422"
C 1.8798 0.7204 -0.7973 0.888 -1.322 0.922 -0.589
C -0.2902 1.4863 -0.6486 -2.664 -1.932 2.100 0.211
C -2.4110 1.1922 0.6829 1.218 0.459 0.234 0.908
N -1.0162 0.8316 0.0719 1.450 -0.536 -1.171 -0.545
O -2.1458 1.9013 1.6431 -1.081 0.443 0.801 -0.732
O -3.4193 0.7362 0.1620 0.323 -0.193 -0.191 -0.734
S 3.1438 -0.0344 -0.0305 -0.342 -0.550 0.749 -0.347
S -0.2281 2.6591 -1.7204 0.697 2.003 -1.820 -0.309
H 2.2581 1.3705 -1.5144 -0.489 1.629 -1.624 0.137

3.
14
Properties=species:S:1:pos:R:3:forces:R:3:nbo_charge:R:1 method="wB97M-V/def2-TZVPD" smiles=CC(C)(C)F charge=0 homo_ev=-11.1 molar_mass_g_mol=76.11 relative_energy_ev=1.303 e_lumo_ev=0.97 gap_ha=0.4436
C -0.1510 0.4856 1.3821 -1.361 2.911 0.151 -0.664
C 0.2913 -0.2296 0.1048 -1.832 -2.152 0.852 0.349
C -1.0895 -0.6765 -0.4524 1.605 3.486 -3.891 -0.628
C 1.2872 0.2799 -0.9472 -0.950 2.674 0.445 -0.636
F 0.8116 -1.4694 0.4882 1.201 -0.801 0.598 -0.392
H -0.8754 1.2679 1.0432 0.339 -0.419 -0.176 0.211
H -0.8215 -0.0527 2.0548 0.421 -0.903 -0.409 0.232
H 0.3885 1.1515 2.0583 1.410 -0.623 -0.350 0.225
H -1.7779 -1.2665 0.0037 -1.382 -1.468 2.745 0.224
H -1.5618 0.2812 -0.7273 -0.388 -0.314 0.143 0.196
H -1.0534 -1.1690 -1.4183 0.834 -0.188 -0.425 0.206
H 1.1392 1.4002 -1.1815 -0.167 -1.635 0.265 0.213
H 2.3054 0.2763 -0.5344 -0.293 -0.610 -0.317 0.235
H 1.1071 -0.2788 -1.8740 0.563 0.041 0.369 0.229

4.
24
Properties=species:S:1:pos:R:3:forces:R:3:nbo_charge:R:1 method="wB97M-V/def2-TZVPD" smiles=Cc1cnc[nH]1.Cc1cnc[nH]1 charge=0 homo_ev=-8.4 molar_mass_g_mol=164.21 relative_energy_ev=1.205 e_lumo_ev=0.80 gap_ha=0.3381
C 4.6428 -2.4752 -0.0810 0.695 0.201 0.901 -0.649
C 4.0415 -2.0526 -1.3464 -1.264 0.729 -1.691 0.089
C 4.3324 -1.0087 -2.2149 -1.199 -1.298 -0.531 -0.113
N 3.5688 -1.1519 -3.4221 0.735 -0.843 1.853 -0.455
C 2.8573 -2.2566 -3.2254 0.503 1.877 -0.673 0.153
N 3.0170 -2.7658 -1.9790 0.266 -0.721 -0.289 -0.534
H 4.2710 -1.8876 0.7753 0.171 -0.276 -0.210 0.227
H 5.7181 -2.2666 -0.2104 -0.310 -0.227 0.512 0.236
H 4.5173 -3.5471 0.1469 0.010 0.443 -0.225 0.220
H 5.0226 -0.1889 -2.0158 -0.234 -0.341 -0.377 0.210
H 2.2755 -2.6810 -4.0436 -0.157 -0.051 0.692 0.200
H 2.4706 -3.5652 -1.6490 0.783 0.509 0.036 0.416
C -4.4461 0.2476 2.0075 -1.381 -1.194 -0.972 -0.640
C -3.4243 1.2130 2.3020 1.188 -0.542 0.868 0.085
C -2.1054 1.0515 2.5834 -0.259 1.365 0.662 -0.112
N -1.5764 2.3282 2.8323 -0.088 -0.289 0.282 -0.453
C -2.5857 3.1899 2.7265 2.709 -0.485 -0.606 0.135
N -3.6882 2.5258 2.3824 -2.692 0.646 -0.757 -0.511
H -5.4331 0.5490 2.3968 0.317 -0.191 -0.139 0.215
H -4.2112 -0.7610 2.3870 -0.057 0.489 -0.178 0.235
H -4.5000 0.2056 0.9066 -0.446 -0.408 0.263 0.222
H -1.6482 0.0769 2.7544 0.408 0.674 -0.195 0.207
H -2.4119 4.2632 2.6499 -0.481 -0.376 0.361 0.206
H -4.6148 2.8579 2.1038 0.783 0.310 0.414 0.411

What is the charge in the second record?
-2

What is the charge in the fourth record?
0